{"formula": "C19H31F3NNaS2Sb", "method": "ωB97M-V with the def2-TZVPD basis set", "species": ["Na", "C", "C", "S", "C", "C", "S", "H", "H", "H", "H", "H", "H", "C", "C", "C", "Sb", "C", "C", "C", "C", "C", "C", "H", "H", "H", "H", "H", "H", "H", "H", "H", "H", "H", "H", "H", "H", "H", "H", "H", "H", "H", "H", "H", "F", "C", "F", "F", "C", "C", "C", "N", "C", "C", "H", "H", "H", "H"], "positions_angstrom": [[-0.25013, 0.03120, 0.81226], [1.54887, 4.14850, 2.70968], [1.31780, 2.82309, 1.98169], [-0.40163, 2.49128, 1.62955], [2.36290, 2.02358, 1.68051], [3.77840, 2.41807, 2.05838], [2.30615, 0.44856, 0.83867], [0.59598, 4.65317, 2.85517], [2.20182, 4.82406, 2.14754], [2.00344, 4.00595, 3.69639], [3.83741, 3.36599, 2.59163], [4.40927, 2.48750, 1.16525], [4.22899, 1.64056, 2.68413], [-2.12359, 4.13021, -1.31327], [-0.70179, 4.19062, -1.87208], [-0.68559, 4.98575, -3.17456], [0.08730, 2.16180, -1.96425], [2.21087, 2.59188, -2.03330], [2.95501, 1.36784, -2.56403], [2.66059, 3.87693, -2.71876], [-0.38923, 1.78612, -4.10465], [-0.48472, 0.27002, -4.29107], [0.47486, 2.38848, -5.21294], [-2.52633, 5.14103, -1.16904], [-2.15137, 3.61034, -0.35282], [-2.79295, 3.61579, -2.01385], [-0.06011, 4.67771, -1.13320], [-1.32429, 4.51831, -3.92885], [0.30797, 5.09513, -3.60305], [-1.08466, 5.99449, -3.00239], [2.41996, 2.66387, -0.96104], [2.72786, 1.16954, -3.61641], [2.71283, 0.48567, -1.97049], [4.03869, 1.51978, -2.48743], [2.44120, 3.88294, -3.78873], [3.74744, 3.98665, -2.61161], [2.20163, 4.76146, -2.27505], [-1.39979, 2.20383, -4.18939], [0.49169, -0.20643, -4.15454], [-0.83366, 0.01102, -5.30017], [-1.16665, -0.18855, -3.57217], [1.50210, 2.02265, -5.16482], [0.51382, 3.47491, -5.17120], [0.08724, 2.11167, -6.20368], [-0.24009, -2.25161, 6.79180], [-1.07995, -3.00664, 6.07550], [-0.70714, -4.28877, 6.23274], [-2.30189, -2.87882, 6.61388], [-1.05169, -2.61667, 4.60908], [-2.19175, -2.20951, 3.95609], [-2.07873, -1.85478, 2.61597], [-0.93261, -1.90099, 1.94744], [0.16448, -2.29084, 2.59733], [0.14713, -2.66557, 3.93476], [-3.14207, -2.14620, 4.46518], [-2.94886, -1.50832, 2.06874], [1.09691, -2.26469, 2.04316], [1.06258, -2.96007, 4.43034]], "mulliken_charge": [0.5179, -1.7474, 0.7064, -0.4628, 0.1954, -1.3643, -0.5159, 0.3422, 0.3405, 0.3687, 0.3818, 0.2196, 0.2799, -1.3731, 0.4034, -1.3887, 0.5553, 1.1214, -1.4045, -1.3712, 0.2343, -1.5510, -1.2523, 0.4089, 0.2254, 0.3021, 0.3274, 0.2551, 0.2086, 0.4646, -0.4721, 0.2550, 0.2070, 0.4192, 0.2022, 0.4697, 0.3138, 0.3350, 0.3148, 0.4196, 0.3368, 0.1982, 0.1891, 0.4515, -0.2412, 0.7602, -0.2525, -0.2819, 0.5239, -0.3300, -0.3705, -0.6262, -0.3069, -0.5721, 0.4340, 0.3919, 0.4130, 0.3911], "total_charge": -1, "orbital_gap_ev": 4.325, "energy_ha": -2295.92170, "max_force_ha_per_bohr": 0.013, "lumo_ha": 0.0688, "e_homo_ev": -2.452}